1.
The following is a DFT calculation (ωB97M-V/def2-TZVPD) of a cluster of 2 separate species, C7H10BF3N4O8S in total at a distorted geometry.

Geometry as ORCA input:
```
! RIJCOSX wB97M-V def2-TZVPD def2/J DEFGRID3
* xyz 0 1
C 2.8150 -1.2829 0.5581
C 3.2710 -0.7141 -0.7482
O 4.1528 0.0777 -0.8486
O 2.6215 -1.1460 -1.9055
C 1.5183 -0.4368 -2.2935
O 1.3857 -0.1004 -3.4185
C 0.4633 -0.1185 -1.2556
N 0.6942 1.2079 -0.6696
N 1.8213 1.9798 -0.7668
C 1.5648 3.1116 -0.0720
N 2.4694 4.0990 0.0283
N 0.3436 3.0688 0.4568
C -0.1700 1.8956 0.0806
B -1.6197 1.3298 0.4938
O -1.7456 0.9142 1.7703
O -2.6278 1.2493 -0.4021
H 3.6967 -1.6594 1.0643
H 2.4039 -0.4956 1.1816
H 2.1001 -2.0826 0.4147
H 0.4257 -0.8727 -0.4762
H -0.5017 -0.1071 -1.7457
H 2.6602 1.7494 -1.2821
H 2.4941 4.7110 0.8215
H 3.1750 4.2098 -0.6748
H -1.0621 0.2756 2.0061
H -2.7787 0.3104 -0.6198
C -4.4982 -2.8261 0.7637
F -5.2098 -1.6997 0.6134
F -5.1431 -3.6111 1.6269
F -4.4681 -3.4495 -0.4227
S -2.8017 -2.4586 1.3592
O -3.0093 -1.7819 2.6155
O -2.2679 -1.5950 0.3021
O -2.1732 -3.7519 1.4447
*
```

Calculated values
* molecular weight: 378.050 g/mol
* Kohn-Sham gap: 8.047 eV

Löwdin charges in e: C 0.040; C -0.483; O 0.154; O 0.120; C -0.432; O 0.210; C 0.030; N 0.021; N 0.200; C -0.367; N 0.195; N 0.221; C -0.073; B -0.629; O 0.210; O 0.189; H 0.106; H 0.099; H 0.099; H 0.130; H 0.154; H 0.167; H 0.122; H 0.117; H 0.116; H 0.106; C -0.678; F 0.118; F 0.131; F 0.117; S 0.460; O -0.303; O -0.359; O -0.309



2.
The following is a DFT calculation (ωB97M-V/def2-TZVPD) of a structure of composition C7H10BF4IrN at a distorted geometry.

Geometry as ORCA input:
```
! RIJCOSX wB97M-V def2-TZVPD def2/J DEFGRID3
* xyz 0 6
C 1.6831 -0.5989 -1.5742
C 1.4194 0.8000 -1.8157
C 0.0549 0.9392 -2.2576
C -0.5476 -0.3782 -2.2992
C 0.4641 -1.3446 -1.8752
Ir 0.0930 0.0173 -0.0653
N 0.3069 -1.2412 1.1940
C 0.9520 0.8883 2.1267
C 1.0618 1.8195 1.0703
H -0.4337 1.8549 -2.5233
H 2.1293 1.5941 -1.7139
H -1.5403 -0.6144 -2.5853
H 0.3354 -2.3926 -1.8010
H 2.6020 -1.0304 -1.2434
H 2.0346 2.0053 0.6156
H 1.8235 0.3382 2.4625
H 0.5039 -1.9631 1.8440
H 0.2598 2.5288 0.8933
H 0.0622 0.8606 2.7360
F -1.8134 -0.5110 0.8861
B -2.9980 -0.9364 1.5519
F -2.8177 -2.2533 1.9463
F -3.1503 -0.0609 2.6169
F -3.9742 -0.7848 0.5809
*
```

Calculated values
* molecular weight: 387.185 g/mol
* Kohn-Sham gap (spin up / spin down): 6.908 / 8.266 eV

Löwdin charges in e: C -0.209; C -0.210; C -0.156; C -0.148; C -0.188; Ir 1.434; N -0.087; C -0.098; C -0.166; H 0.102; H 0.096; H 0.101; H 0.095; H 0.098; H 0.059; H 0.069; H 0.020; H 0.067; H 0.073; F -0.055; B -1.280; F 0.129; F 0.126; F 0.127



3.
The following is a DFT calculation (ωB97M-V/def2-TZVPD) of an isolated molecule of C7H10BrNO at a distorted geometry.

Geometry as ORCA input:
```
! RIJCOSX wB97M-V def2-TZVPD def2/J DEFGRID3
* xyz 0 1
C -2.5246 0.7852 3.2722
C -2.0558 -0.8532 -0.7621
C -0.4354 0.7358 -1.0587
C -1.1695 -1.0569 0.4290
C 0.0481 -0.0587 0.1858
C 1.3347 -0.8263 -0.0392
C 0.3094 0.8403 1.3387
N -2.6283 1.8758 3.5826
O -1.8097 0.4425 -1.3297
Br -1.8952 -0.8830 2.1346
H -1.7266 -1.6260 -1.4575
H -3.0793 -0.8850 -0.3291
H -0.4555 1.8049 -1.0042
H 0.0563 0.2642 -1.9568
H 2.1231 -0.4202 -0.6439
H 0.9611 -1.8045 -0.5427
H 1.5940 -1.1928 0.8836
H 1.0872 1.5957 1.0589
H 0.6433 0.2528 2.2265
H -0.5998 1.4200 1.6301
*
```

Calculated values
* molecular weight: 204.067 g/mol
* Kohn-Sham gap (spin up / spin down): 8.022 / 8.023 eV

Löwdin charges in e: C -0.507; C -0.232; C -0.126; C -0.421; C -0.578; C -0.040; C -0.129; N 0.000; O -0.131; Br 1.111; H 0.133; H 0.125; H 0.128; H 0.142; H 0.089; H 0.120; H 0.049; H 0.114; H 0.088; H 0.065



4.
The following is a DFT calculation (ωB97M-V/def2-TZVPD) of a cluster of 2 separate species, C7H10BrNS in total at a distorted geometry.

Geometry as ORCA input:
```
! RIJCOSX wB97M-V def2-TZVPD def2/J DEFGRID3
* xyz 0 1
C 2.5738 -1.7583 -0.7657
C -0.5013 -2.0854 0.9501
C -0.7169 -1.8416 -0.5557
C -0.4756 -0.5762 1.1570
C -0.2637 -0.4421 -0.3021
C -0.2517 2.2224 -0.4607
C 2.2011 -0.4485 -0.9916
N 3.0743 -2.7381 -0.4077
S -0.7831 0.7822 -1.4253
Br 3.2167 0.9120 -0.2394
H -1.2434 -2.5222 1.5835
H 0.4749 -2.4682 1.0725
H -0.0388 -2.4871 -1.1547
H -1.6936 -2.0018 -0.8287
H -1.3778 0.0536 1.3032
H 0.2456 -0.2940 1.8678
H -0.9284 3.1241 -0.5448
H 0.7148 2.5151 -0.7220
H -0.2138 1.9829 0.5762
H 1.7717 -0.2041 -1.9878
*
```

Calculated values
* molecular weight: 220.135 g/mol
* Kohn-Sham gap (spin up / spin down): 7.658 / 6.700 eV

Löwdin charges in e: C -0.415; C -0.134; C -0.181; C -0.177; C -0.575; C -0.371; C -0.681; N 0.152; S 0.907; Br 0.729; H 0.106; H 0.089; H 0.121; H 0.085; H 0.135; H 0.100; H 0.068; H -0.024; H 0.021; H 0.047



5.
The following is a DFT calculation (ωB97M-V/def2-TZVPD) of a structure of composition C7H10BrNZr at a distorted geometry.

Geometry as ORCA input:
```
! RIJCOSX wB97M-V def2-TZVPD def2/J DEFGRID3
* xyz 0 1
C -0.4252 0.9935 -1.3765
C 0.9841 1.1638 -1.1564
C 1.1597 2.0100 -0.0115
C -0.1425 2.3715 0.4717
C -1.1210 1.7337 -0.3590
Zr 0.0898 -0.0108 0.9198
N -1.3516 -1.3735 0.5491
C -0.3345 -2.3751 0.1042
C 1.0741 -1.7794 0.0256
H 2.1084 2.4215 0.3272
H 1.7733 0.8046 -1.8097
H -0.3483 3.0847 1.2644
H -2.1990 1.8726 -0.3074
H -0.8746 0.4957 -2.2269
H 1.4221 -1.7615 -1.0086
H -0.3699 -3.2159 0.8212
H -2.3084 -1.7240 0.5912
H 1.7653 -2.3319 0.6590
H -0.6238 -2.8131 -0.8700
Br -0.2781 0.4336 3.3925
*
```

Calculated values
* molecular weight: 279.292 g/mol
* Kohn-Sham gap: 8.652 eV

Löwdin charges in e: C -0.165; C -0.187; C -0.220; C -0.258; C -0.198; Zr 1.185; N -0.259; C -0.427; C -0.300; H 0.111; H 0.109; H 0.105; H 0.114; H 0.112; H 0.035; H 0.095; H 0.058; H 0.034; H 0.099; Br -0.045



6.
The following is a DFT calculation (ωB97M-V/def2-TZVPD) of a structure of composition C7H10CdF5N2O at a distorted geometry.

Geometry as ORCA input:
```
! RIJCOSX wB97M-V def2-TZVPD def2/J DEFGRID3
* xyz -1 1
C 1.8629 1.3313 -1.3403
Cd 0.5572 -0.4258 -1.5701
N -1.1463 -2.0867 -1.4724
N 0.2890 -0.0516 -4.1277
H -1.9585 -1.5377 -1.1961
H 2.1292 -1.2006 -1.6534
H 2.3834 1.3751 -0.3747
H 1.1852 2.1958 -1.3997
H 2.6022 1.3882 -2.1504
H -0.6647 0.1735 -4.4183
H 0.6148 -0.8633 -4.6552
H 0.9003 0.7445 -4.3308
H -1.3707 -2.5846 -2.3352
H -0.9965 -2.7877 -0.7469
F -0.1464 0.2630 5.3551
C -0.3103 0.3177 4.0189
C -1.0786 1.3508 3.4633
F -1.6221 2.2831 4.2770
C -1.2845 1.4039 2.0971
F -1.9690 2.4335 1.5624
C -0.7729 0.3935 1.2215
O -0.9917 0.4165 -0.0441
C -0.0016 -0.6316 1.8406
F 0.4842 -1.6473 1.0623
C 0.2580 -0.6478 3.1888
F 1.0474 -1.6057 3.7283
*
```

Calculated values
* molecular weight: 345.572 g/mol
* Kohn-Sham gap: 5.098 eV

Löwdin charges in e: C -0.437; Cd 0.962; N -0.044; N -0.043; H 0.017; H -0.226; H -0.082; H -0.102; H -0.099; H 0.014; H 0.011; H 0.022; H 0.021; H 0.027; F 0.067; C -0.171; C -0.155; F 0.079; C -0.150; F 0.077; C -0.343; O -0.211; C -0.148; F -0.007; C -0.160; F 0.082



7.
The following is a DFT calculation (ωB97M-V/def2-TZVPD) of the ion C7H10ClN2O with charge +1 at a distorted geometry.

Geometry as ORCA input:
```
! RIJCOSX wB97M-V def2-TZVPD def2/J DEFGRID3
* xyz 1 1
C 0.3506 1.9199 -2.0786
N -0.0381 0.8948 -1.0596
C 0.8387 0.6089 0.0044
Cl 2.3289 1.4252 0.0162
C 0.5027 -0.5759 0.8131
C 1.3143 -0.7700 2.1117
N 0.6176 -1.0961 3.2573
O 2.5017 -0.4470 2.1157
C -0.6009 -1.3117 0.4883
C -1.2176 -1.0969 -0.8174
C -1.3893 0.3895 -1.1902
H 0.4210 2.8790 -1.6664
H -0.3587 1.8639 -2.8239
H 1.2717 1.7342 -2.6509
H -0.1683 -1.6445 3.3007
H 1.2138 -1.1723 4.1048
H -0.9309 -2.0788 1.2744
H -0.5991 -1.4088 -1.6509
H -2.1811 -1.6242 -0.8926
H -1.7490 0.5141 -2.1106
H -2.1279 0.9969 -0.5458
*
```

Calculated values
* molecular weight: 173.623 g/mol
* structure (SMILES): C[N+]1=C(Cl)C(C(N)=O)=CCC1
* Kohn-Sham gap: 8.166 eV

Löwdin charges in e: C -0.017; N -0.097; C -0.441; Cl 0.936; C -0.103; C -0.461; N 0.185; O 0.024; C 0.042; C -0.133; C -0.113; H 0.083; H 0.067; H 0.110; H 0.059; H 0.148; H 0.163; H 0.144; H 0.139; H 0.082; H 0.180



8.
The following is a DFT calculation (ωB97M-V/def2-TZVPD) of a structure of composition C7H10ClNO4Os at a distorted geometry.

Geometry as ORCA input:
```
! RIJCOSX wB97M-V def2-TZVPD def2/J DEFGRID3
* xyz 0 5
C -0.5355 0.8956 -2.0544
C 0.8385 0.8676 -1.6748
C 0.9732 1.5771 -0.4493
C -0.2773 2.1218 -0.1164
C -1.2238 1.6771 -1.0897
Os -0.3695 -0.1258 -0.2351
N -2.2015 -0.5157 0.3418
C 0.1775 -2.1328 -0.5444
C 1.4096 -1.5500 -0.6067
H 1.9039 1.7110 0.0811
H 1.6470 0.3872 -2.2138
H -0.5018 2.7263 0.7585
H -2.2902 1.8570 -1.0522
H -0.9635 0.4049 -2.9140
H 1.8364 -1.5483 -1.6484
H -0.2002 -2.4912 0.4016
H -1.8666 -1.0387 1.1710
H 2.0693 -1.8379 0.2503
H -0.5248 -2.1839 -1.3542
O -0.1234 1.1050 3.7904
Cl 0.0118 -0.1730 3.1410
O 0.9011 -1.0678 3.7795
O -1.2903 -0.7801 2.9823
O 0.5998 0.1147 1.6774
*
```

Calculated values
* molecular weight: 397.843 g/mol
* Kohn-Sham gap (spin up / spin down): 6.656 / 6.994 eV

Löwdin charges in e: C -0.234; C -0.249; C -0.202; C -0.172; C -0.195; Os 1.510; N -0.171; C -0.283; C -0.161; H 0.133; H 0.109; H 0.130; H 0.123; H 0.124; H 0.091; H 0.065; H -0.089; H 0.105; H 0.063; O -0.298; Cl 0.762; O -0.285; O -0.354; O -0.523



9.
The following is a DFT calculation (ωB97M-V/def2-TZVPD) of a structure of composition C7H10ClNPb at a distorted geometry.

Geometry as ORCA input:
```
! RIJCOSX wB97M-V def2-TZVPD def2/J DEFGRID3
* xyz 0 1
C -0.4295 1.1749 -2.1757
C 0.9622 1.3454 -1.9647
C 1.1352 2.1771 -0.8331
C -0.1551 2.5091 -0.3303
C -1.1183 1.8937 -1.1687
Pb 0.4491 -0.1231 0.9311
N -1.2985 -1.4752 -0.1622
C -0.4446 -2.5769 -0.5882
C 0.9427 -2.0459 -0.7282
H 2.0958 2.4898 -0.4039
H 1.7519 0.9058 -2.5787
H -0.3703 3.1580 0.5286
H -2.2002 1.9716 -1.0772
H -0.8868 0.6087 -2.9829
H 1.2814 -1.7103 -1.6861
H -0.3187 -3.3999 0.1417
H -2.2721 -1.8129 -0.0181
H 1.7116 -2.2797 0.0178
H -0.7278 -2.9968 -1.5675
Cl -0.5012 0.3871 3.2177
*
```

Calculated values
* molecular weight: 350.817 g/mol
* Kohn-Sham gap (spin up / spin down): 6.310 / 4.184 eV

Löwdin charges in e: C -0.153; C -0.208; C -0.257; C -0.235; C -0.177; Pb 1.131; N -0.062; C -0.421; C -0.162; H 0.094; H 0.090; H 0.098; H 0.093; H 0.090; H 0.044; H 0.121; H 0.068; H 0.021; H 0.112; Cl -0.287



10.
The following is a DFT calculation (ωB97M-V/def2-TZVPD) of a cluster of 2 separate species, C7H10ClNSi in total at a distorted geometry.

Geometry as ORCA input:
```
! RIJCOSX wB97M-V def2-TZVPD def2/J DEFGRID3
* xyz 0 1
H 3.6722 0.5763 0.3095
N 2.7359 0.0860 0.3170
Si 1.4018 0.8465 -0.1670
C 1.1188 2.6256 -0.4443
C -0.1837 -0.1082 -0.0380
C -0.4042 -1.0613 0.9239
C -1.6502 -1.6860 0.9918
C -2.6373 -1.4635 0.0817
C -2.4666 -0.3835 -0.8694
C -1.1881 0.2180 -0.9785
H 1.8560 2.8732 -1.1822
H 0.2022 2.6979 -1.0574
H 1.3773 3.3120 0.4885
H 0.3429 -1.1721 1.7104
H -1.9198 -2.3638 1.7729
H -3.5264 -1.8375 0.5733
H -3.2969 -0.0426 -1.5006
H -1.0492 1.0209 -1.6374
Cl 2.6262 -2.7802 0.2668
H 2.9890 -1.3579 0.4390
*
```

Calculated values
* molecular weight: 171.703 g/mol
* structure (SMILES): [H]/N=[Si](\C)c1ccccc1.Cl
* Kohn-Sham gap: 8.863 eV

Löwdin charges in e: H 0.034; N -0.204; Si 0.668; C -0.187; C -0.295; C -0.109; C -0.099; C -0.069; C -0.039; C -0.102; H 0.008; H 0.028; H 0.103; H 0.099; H 0.102; H 0.103; H 0.100; H 0.062; Cl 0.013; H -0.215



11.
The following is a DFT calculation (ωB97M-V/def2-TZVPD) of a structure of composition C7H10F7OPTl at a distorted geometry.

Geometry as ORCA input:
```
! RIJCOSX wB97M-V def2-TZVPD def2/J DEFGRID3
* xyz 3 1
C 2.7991 0.8503 1.2550
C 3.5156 0.5254 -0.1839
C 2.5260 -0.1225 -1.3210
C 1.3747 -1.1444 -0.7200
O 0.2159 -0.3707 -0.2485
P -0.9289 -1.3490 0.6256
C -2.7098 -1.1997 -0.0652
F -3.5706 -2.0513 0.8383
F -2.8233 -1.8512 -1.4188
C -3.3500 0.3077 -0.0019
F -3.6806 0.7066 1.4040
F -4.6290 0.2735 -0.7895
C -2.4023 1.4956 -0.6159
F -1.7396 1.1724 -1.9008
F -3.3301 2.6507 -0.9141
F -1.4955 1.9776 0.4537
H 1.8084 1.5016 1.1437
H 3.5357 1.4630 1.9463
H 2.4597 -0.1237 1.8538
H 4.4913 -0.1282 -0.0663
H 3.8906 1.5704 -0.6200
H 3.2152 -0.8008 -2.0203
H 2.0825 0.7128 -2.0409
H 0.9884 -1.7920 -1.6453
H 1.7917 -1.9158 0.0561
H -1.0063 -0.7737 1.9583
Tl -3.0290 -1.5846 3.0376
*
```

Calculated values
* molecular weight: 478.499 g/mol
* Kohn-Sham gap: 3.891 eV

Löwdin charges in e: C -0.035; C -0.101; C -0.045; C -0.144; O -0.273; P 1.242; C -0.341; F -0.193; F 0.061; C -0.131; F -0.020; F 0.101; C -0.153; F 0.078; F 0.090; F 0.046; H 0.132; H 0.184; H 0.116; H 0.180; H 0.201; H 0.184; H 0.184; H 0.250; H 0.180; H -0.047; Tl 1.254



12.
The following is a DFT calculation (ωB97M-V/def2-TZVPD) of the ion C7H10FN2 with charge +1 at a distorted geometry.

Geometry as ORCA input:
```
! RIJCOSX wB97M-V def2-TZVPD def2/J DEFGRID3
* xyz 1 1
C 1.8088 0.3499 -0.9076
C 2.0284 0.3872 0.4903
C -0.3038 -0.4003 1.2052
C -0.5100 -0.2984 -1.0933
C 1.7010 1.7167 0.0617
C -0.8109 -0.6380 2.5079
C -1.5235 -0.5705 -2.1977
N 0.6669 -0.1113 -1.4727
N -1.1018 -0.3692 0.2254
F 2.7204 -0.1685 1.4091
H 2.5693 0.2481 -1.5523
H 2.3994 2.4709 0.0848
H 0.7528 2.0388 -0.0256
H -1.8487 -0.5710 2.6163
H -0.6503 0.2130 3.2338
H -0.2521 -1.5939 2.8105
H -1.0515 -0.9280 -3.0215
H -2.2268 0.2105 -2.3593
H -2.2463 -1.4552 -2.1144
H -2.1213 -0.5310 0.0994
*
```

Calculated values
* molecular weight: 141.169 g/mol
* Kohn-Sham gap (spin up / spin down): 8.472 / 8.474 eV

Löwdin charges in e: C -0.152; C -0.156; C -0.074; C -0.284; C 0.136; C -0.057; C 0.004; N 0.154; N 0.114; F 0.231; H 0.122; H 0.107; H 0.086; H 0.062; H 0.125; H 0.143; H 0.048; H 0.084; H 0.121; H 0.186